Record 1
Here is a molecular structure, C23H22AuBrCl2N5O5S in a non-equilibrium geometry from the Open Molecules 2025 dataset. Energies are from ωB97M-V with the def2-TZVPD basis set.

ORCA input file:
```
! RIJCOSX wB97M-V def2-TZVPD def2/J DEFGRID3
* xyz 1 3
Au -0.02375 1.63982 1.23390
Br 1.50425 5.76405 -3.80819
Cl -2.36349 0.35192 7.81953
Cl -1.00979 -2.55518 3.53263
S -3.01826 -4.33059 -0.34526
O -0.37748 1.94865 -1.73961
O 1.35516 4.36420 2.31877
O 1.11035 3.11542 0.40583
O -2.29315 2.94932 2.63622
O -0.73666 -0.07519 2.26179
N 0.60122 0.31948 -0.41628
N 1.30263 0.62278 -2.57012
N -0.67270 -4.56812 -1.77405
N -1.91221 -6.34682 -1.81401
N 0.49765 -1.76106 0.60438
C 0.87626 -0.99251 -0.43176
C 1.30930 4.20788 1.09923
C -0.95800 0.11409 3.61441
C 1.57448 6.27221 -2.01413
C 2.11083 6.60368 0.64026
C 1.94101 -0.56957 -2.51151
C -2.96588 -7.28765 -1.57818
C -1.90671 0.26646 6.19718
C -1.88424 -5.11286 -1.34050
C 0.08797 -5.39622 -2.62317
C 1.56318 5.38820 0.15044
C -1.15832 -1.09877 4.37761
C -1.61531 1.44929 5.48375
C 1.24711 5.28181 -1.17590
C -0.74027 -6.70469 -2.59500
C 1.35609 1.32446 -3.85678
C 0.43433 1.04388 -1.58963
C 2.08062 7.49844 -1.55437
C -1.17856 1.38939 4.15354
C 2.37560 7.63727 -0.24114
C -1.27691 2.56565 3.17071
C 1.58291 -1.52533 -1.54284
C -1.64984 -1.02753 5.67901
H 0.64982 4.41643 -1.49004
H 1.69083 -2.59696 -1.63137
H 1.14114 0.65229 -4.71999
H 2.80909 8.60113 0.15894
H -0.23796 -7.55320 -2.03785
H -1.73243 2.42643 5.97435
H 2.22336 8.32021 -2.27793
H 0.01827 -1.34614 1.45063
H 2.21598 6.64587 1.72779
H -2.63184 -8.11009 -0.89767
H 2.78213 -0.61029 -3.21548
H -1.82906 -1.94769 6.21828
H 0.24894 -5.12467 -3.65387
H 0.36254 -2.72536 0.44318
H -3.25313 -7.79724 -2.48776
H 2.31543 1.77181 -4.10284
H -0.31762 3.18200 3.11143
H -0.53811 -3.58648 -1.70230
H -1.04840 -7.14214 -3.55612
H 1.08980 -5.68412 -2.25460
H -3.76756 -6.72177 -1.01962
H 0.63938 2.16374 -3.89392
*
```

Computed properties:
HOMO energy (alpha / beta): -10.405 / -10.405 eV
⟨S²⟩: 2.036
Frontier orbital gap (alpha / beta): 7.00 / 3.51 eV
E_tot: -151500.991 eV
Relative energy (zero: lowest compared OMol25 entry of this formula, charge and spin): 215.3 kJ/mol


Record 2
Here is 7 unconnected molecules or ions with the total composition C12H35F5IN15O10PS2 in a non-equilibrium geometry from the Open Molecules 2025 dataset. Energies are from ωB97M-V with the def2-TZVPD basis set.

ORCA input file:
```
! RIJCOSX wB97M-V def2-TZVPD def2/J DEFGRID3
* xyz 1 1
I 2.96102 1.07537 3.09321
S -0.70046 0.33856 3.27791
S -0.51281 -2.48620 0.64404
P -0.08304 0.83414 1.56954
F 5.98589 1.58875 1.78488
F -0.08881 -3.86192 -0.01860
F 4.10747 1.42723 0.10765
F 6.99721 -0.02673 0.79060
F 5.24011 -0.15863 -0.78475
O -1.79232 -2.20951 0.14513
O 0.24158 -0.94974 5.73186
O -3.45632 1.32020 -5.03140
O 2.59222 4.08017 -5.60791
O -1.32945 0.71646 0.53189
O -0.49649 -2.67999 2.04446
O 0.28239 2.47734 1.50554
O -0.37207 1.95666 -2.31299
O -4.38582 -3.58895 -4.50929
O -3.31574 2.99146 5.66407
N 3.17077 -1.41023 -0.63132
N -6.62361 -3.93710 -4.65593
N 2.18609 -1.65832 2.47495
N -4.31079 2.00219 7.44534
N -3.23029 0.73487 5.84891
N 4.85097 4.06011 -5.43901
N -2.29630 0.10491 -3.50908
N -5.21559 -4.63444 -6.33965
N -4.36435 -0.60037 -4.23507
N 0.64558 -2.53321 7.30066
N -0.46260 3.80126 -1.03844
N -0.15150 3.98969 -3.31439
N 1.21995 -0.18978 0.81292
N 0.26104 -3.13867 5.11202
N 3.53279 4.06103 -3.54513
C 3.59250 4.06789 -4.91411
C 0.74703 -1.35384 -0.01778
C 0.37502 -2.13031 6.02879
C -3.38223 0.33918 -4.30865
C 5.86767 0.29296 1.39832
C 1.97165 -2.23558 -0.54014
C -3.60032 1.97928 6.27856
C -5.34452 -4.02493 -5.12740
C 2.42997 -0.50210 1.65911
C 4.64929 0.22007 0.37911
C 3.60133 -0.88961 0.68270
C -0.32905 3.19327 -2.24264
H 3.04318 -1.93126 2.94334
H -1.13766 1.33648 -0.20956
H -0.11674 4.99116 -3.26572
H -5.98727 -4.99907 -6.86475
H -0.43621 4.79251 -0.88334
H -1.55102 0.78050 -3.53774
H 5.66711 -0.29418 2.30047
H -5.17326 -0.45988 -4.81076
H -4.59802 2.90006 7.78834
H -4.55523 1.18152 7.96543
H 1.65838 -2.63829 -1.50313
H 4.92919 4.06528 -6.43961
H 5.68633 4.05056 -4.88564
H -0.05103 3.54135 -4.21172
H 0.33044 -0.90870 -0.93072
H 1.51593 -1.43353 3.21455
H 1.61848 0.44673 0.09852
H 4.33930 4.05109 -2.95016
H 1.14753 2.51042 1.05159
H 2.61896 4.06689 -3.13070
H 0.73403 -1.81769 7.99928
H -3.44964 -0.11379 6.33404
H 4.14649 -1.71860 1.15211
H -6.75530 -3.49493 -3.76538
H 2.17458 -3.02634 0.18632
H 0.36500 -4.10967 5.33980
H 0.05165 -2.88303 4.16223
H -4.31920 -1.41584 -3.65142
H -0.58512 3.18626 -0.26839
H 2.89868 -0.61109 -1.20940
H -2.70791 0.68969 4.99494
H -4.28898 -4.71476 -6.71563
H -2.21177 -0.69253 -2.90793
H -7.42355 -4.28772 -5.14747
H 0.75754 -3.49248 7.56966
*
```

Computed properties:
HOMO energy: -10.842 eV
Frontier orbital gap: 7.06 eV
E_tot: -108484.896 eV


Record 3
Here is 2 unconnected molecules or ions with the total composition CH3NO2P2 in a non-equilibrium geometry from the Open Molecules 2025 dataset. Energies are from ωB97M-V with the def2-TZVPD basis set.

ORCA input file:
```
! RIJCOSX wB97M-V def2-TZVPD def2/J DEFGRID3
* xyz 0 3
P 3.86704 0.12399 0.35571
P -1.43048 0.66512 0.14344
O 2.73505 1.04310 0.09432
O -2.90171 0.56240 -0.58086
N -0.75623 -2.19259 0.56884
C -1.03139 -1.08903 0.41864
H 4.26970 -0.43109 -1.00208
H -1.93932 0.69387 1.60654
H -2.81266 0.62422 -1.60455
*
```

Computed properties:
HOMO energy (alpha / beta): -7.958 / -10.199 eV
⟨S²⟩: 2.011
Frontier orbital gap (alpha / beta): 8.10 / 7.31 eV
E_tot: -25244.593 eV
Relative energy (zero: lowest compared OMol25 entry of this formula, charge and spin): 0.0 kJ/mol


Record 4
Here is 2 unconnected molecules or ions with the total composition C4H3ClO2 in a non-equilibrium geometry from the Open Molecules 2025 dataset. Energies are from ωB97M-V with the def2-TZVPD basis set.

ORCA input file:
```
! RIJCOSX wB97M-V def2-TZVPD def2/J DEFGRID3
* xyz 0 1
Cl -2.05579 -1.53081 -0.73367
O -0.13051 -0.22020 -1.53934
O 0.28718 2.06680 -1.58349
C 0.61434 0.93401 -1.76702
C -1.11259 -0.18642 -0.60932
C 0.51273 -0.94757 2.10814
C -0.09974 0.05108 2.16140
H 1.11792 -1.80095 2.03118
H 1.61460 0.63294 -2.39629
H -0.74815 1.00112 2.32843
*
```

Computed properties:
HOMO energy: -9.257 eV
Frontier orbital gap: 8.95 eV
E_tot: -20808.367 eV
Relative energy (zero: lowest compared OMol25 entry of this formula, charge and spin): 487.2 kJ/mol


Record 5
Here is a molecular structure, C32H45BN11OsS5 in a non-equilibrium geometry from the Open Molecules 2025 dataset. Energies are from ωB97M-V with the def2-TZVPD basis set.

ORCA input file:
```
! RIJCOSX wB97M-V def2-TZVPD def2/J DEFGRID3
* xyz 3 1
Os 0.30275 0.27498 1.07829
S -1.21614 1.55405 -0.30227
S 1.73396 -0.13697 -0.64714
S -1.02423 -1.49417 0.44207
S -0.17933 4.69134 2.29905
S -1.48780 -0.79972 5.30755
N -2.11979 -0.16392 -2.21039
N -0.24401 -1.83628 -2.22374
N -0.04862 -3.64874 -1.02199
N 0.08394 2.18626 1.85206
N 2.23139 1.67796 -2.74090
N -0.47249 -2.39935 3.44922
N 1.02160 3.57578 0.19003
N 0.32200 0.60629 -2.87180
N 2.13244 0.37213 2.22164
N -0.61701 -0.05780 3.01252
N -3.75335 0.70558 -1.04936
C -0.80721 3.58868 3.46616
C 4.41162 1.17595 -1.56162
C 0.34214 -2.79761 -3.01216
C 3.68036 2.11657 -2.50963
C 4.49424 0.22630 3.67035
C 0.34389 1.54003 -3.88372
C -0.05310 -6.09388 -0.65063
C -0.12899 -4.73133 0.04202
C 4.36871 2.07317 -3.87579
C 1.07224 -4.54598 0.96348
C -0.59334 2.32349 3.07358
C 2.86844 1.47372 2.44074
C -3.29137 -0.72325 -2.66763
C 2.57738 -0.80222 2.70606
C 0.47529 -3.91402 -2.27027
C -1.46958 -4.67491 0.77363
C -4.30097 -0.17867 -1.95726
C 3.74239 -0.91417 3.43448
C 3.68993 3.53288 -1.95458
C 1.51382 2.20545 -3.80328
C -5.68715 2.21741 -1.03804
C -0.93944 1.08761 3.74305
C -0.44419 -2.35563 -1.00706
C -5.38294 0.46958 0.76116
C 4.04744 1.43331 3.15902
C -1.43502 0.88740 4.97331
C -3.97286 2.52143 0.72444
C 0.34617 3.38572 1.33679
C -0.81749 -1.13905 3.76739
C 1.44848 0.74813 -2.15338
C -4.68926 1.49110 -0.13623
C -2.41476 0.68824 -1.22272
B -0.76342 -0.51762 -2.86637
H 3.22614 4.24404 -2.64108
H -4.75034 3.06802 1.25821
H 2.50657 2.39906 2.02571
H 3.99198 2.82686 -4.56471
H 0.94515 -6.32213 -1.02260
H -5.35937 -0.34854 -2.02453
H -1.73073 1.61327 5.71273
H -0.97087 -0.75271 -4.02093
H 4.30361 0.12982 -1.84801
H -0.33612 -2.62432 2.47832
H -6.31586 1.53619 -1.60895
H -3.41041 3.24112 0.12957
H 5.47114 1.42415 -1.62016
H -6.34690 2.81908 -0.41432
H 5.42980 2.27217 -3.73388
H 0.87216 -4.87432 -2.53697
H 1.08863 -3.54805 1.40889
H -2.30061 -4.65666 0.06664
H -4.65097 -0.09479 1.34270
H -1.28931 3.94442 4.36180
H 4.04961 -1.88220 3.80398
H 5.41366 0.17349 4.23824
H -1.56459 -5.58286 1.36769
H 4.72361 3.84471 -1.80583
H 1.09467 4.50797 -0.18674
H -0.45103 1.61664 -4.60553
H 2.00634 -4.68098 0.41788
H -5.17425 2.88291 -1.73353
H -1.58397 -3.83097 1.44328
H 1.04066 -5.28524 1.76477
H -3.30921 -1.43939 -3.47095
H -6.04213 0.99290 1.45315
H 1.91727 2.96981 -4.44088
H 1.96562 -1.67273 2.50252
H -3.31064 2.06832 1.45991
H -0.75218 -3.15084 4.05925
H 3.19069 3.58153 -0.99031
H -0.77019 -6.17267 -1.46794
H 1.02386 2.82501 -0.48572
H 4.60388 2.34799 3.30859
H 0.58849 -2.61128 -4.04282
H -0.30058 -6.85871 0.08287
H 4.26718 1.09084 -4.33848
H 4.09658 1.29638 -0.52621
H -5.99378 -0.23251 0.19423
*
```

Computed properties:
HOMO energy (alpha / beta): -15.635 / -15.641 eV
Frontier orbital gap (alpha / beta): 5.98 / 5.81 eV
E_tot: -107608.425 eV